15
Properties=species:S:1:pos:R:3:forces:R:3 method="wB97M-V/def2-TZVPD" homo_ha=-0.3537 lumo_ev=0.476 orbital_gap_ev=10.10 total_energy_ha=-491.203860 smiles="C=C=NC(N)=O.O=CO" charge=0 relative_energy_kcal_mol=60.9
C -1.15973 -0.14686 1.34883 -0.1 -0.2 0.6
C -0.28620 0.25464 0.48598 0.8 0.8 -1.6
N 0.55631 0.51466 -0.38295 -1.0 0.1 0.9
C 0.68271 1.79262 -1.01415 -0.4 0.9 0.9
N -0.50578 2.36177 -1.33871 -0.1 0.0 -0.3
O 1.75166 2.32902 -1.11570 0.1 -0.2 -0.3
H -2.04481 -0.67689 1.03903 -0.1 0.1 -0.2
H -0.97031 -0.04451 2.40534 0.1 0.1 0.1
H -1.37224 1.85741 -1.26746 0.1 0.1 0.0
H -0.50702 3.31443 -1.66363 0.0 -0.2 -0.1
O 0.07356 -2.81861 -0.71769 0.1 -0.3 0.0
C 0.86325 -2.18352 -0.07528 0.5 2.5 -1.3
O 1.08774 -2.38295 1.23098 0.3 -0.1 0.3
H 1.34558 -1.09512 -0.49953 -0.6 -3.6 1.3
H 0.48528 -3.07610 1.56496 0.2 0.1 -0.4